{
  "formula": "CH3BrO2",
  "method": "ωB97M-V with the def2-TZVPD basis set",
  "symbols": ["C", "O", "O", "Br", "H", "H", "H"],
  "xyz": [[-0.5681, 0.0561, -1.3971], [0.5113, 0.2736, -1.8470], [0.8522, 0.5112, 1.9102], [0.0125, -0.9213, 2.5999], [-1.2375, 0.9202, -1.1766], [1.3816, 0.1437, 1.0859], [-0.9520, -0.9836, -1.1754]],
  "atomic_forces_ev_per_a": [[-7.208, -1.637, 3.019], [6.574, 1.132, -2.693], [1.809, -0.669, -2.582], [-0.220, -0.386, 0.147], [0.244, -0.514, -0.042], [-1.614, 1.076, 2.387], [0.415, 0.999, -0.236]],
  "largest_force_ev_per_a": 7.98,
  "spin_multiplicity": 3,
  "e_above_lowest_ev": 0.669
}